[1]
ORCA calculation (ωB97M-V with the def2-TZVPD basis set) on a molecular structure, C7H7AsBrCoN2O2S4 at a distorted geometry.

Geometry as XYZ:
```
25
Properties=species:S:1:pos:R:3
Co 0.441 -0.139 0.736
N 1.780 -0.316 2.608
N 1.194 0.427 3.629
C -0.023 1.073 3.376
O -0.557 1.683 4.304
O -0.428 0.941 2.171
H 1.812 -1.310 2.791
H 2.695 0.021 2.341
H 1.558 0.423 4.563
S 4.257 -2.680 0.227
As 2.471 -1.858 -0.572
S 2.439 0.345 -0.311
S 0.709 -2.443 0.640
S 2.222 -2.418 -2.601
Br -3.658 1.194 -4.495
C -2.512 0.791 -2.996
C -1.806 1.817 -2.399
C -0.979 1.510 -1.325
C -0.853 0.211 -0.829
C -1.581 -0.786 -1.475
C -2.415 -0.512 -2.555
H -1.891 2.832 -2.766
H -0.423 2.320 -0.864
H -1.493 -1.816 -1.150
H -2.958 -1.309 -3.046
```

Properties
⟨S²⟩   6.0160
Spin multiplicity   5
Net charge   -2
Strongest force on any atom   1.53 eV/Å
Kohn-Sham gap (spin up / spin down)   5.42 / 5.41 eV
Total energy   -226299.6044 eV



[2]
ORCA calculation (ωB97M-V with the def2-TZVPD basis set) on a molecular structure, C7H7AuN2O6 at a distorted geometry.

Geometry as XYZ:
```
23
Properties=species:S:1:pos:R:3
O 1.519 1.796 -4.381
C 1.213 1.369 -3.361
Au 0.497 0.632 -1.450
O 3.532 -0.321 -0.530
C 2.522 0.032 -0.946
C -1.567 1.256 -1.772
O -2.480 1.229 -1.008
C -0.077 -1.227 -2.297
O -0.534 -2.183 -2.737
C 0.760 2.608 -0.551
O 0.734 3.612 -0.008
H -1.629 1.630 -2.838
C -1.302 -0.030 3.044
N -0.570 -1.139 2.465
C 0.004 -1.037 1.254
N 0.653 -2.109 0.748
O -0.124 0.084 0.634
H -1.301 0.784 2.309
H -0.846 0.315 3.986
H -2.338 -0.310 3.292
H -0.476 -1.992 3.000
H 1.056 -2.034 -0.168
H 0.752 -2.966 1.312
```

Properties
⟨S²⟩   2.0158
Spin multiplicity   3
Net charge   +2
Strongest force on any atom   6.58 eV/Å
Kohn-Sham gap (spin up / spin down)   7.49 / 6.15 eV
Total energy   -26307.4991 eV



[3]
ORCA calculation (ωB97M-V with the def2-TZVPD basis set) on 2 unconnected molecules or ions with the total composition C7H7Br2P at a distorted geometry.

Geometry as XYZ:
```
17
Properties=species:S:1:pos:R:3
C 0.107 -1.678 -1.830
C 0.550 -0.530 -2.478
C -0.126 -1.738 -0.506
C 0.750 0.611 -1.674
C 0.042 -0.629 0.353
C 0.407 0.460 -0.352
C -0.283 2.844 0.792
P -1.776 2.179 1.591
Br 0.955 3.681 2.024
Br -0.494 3.759 -0.900
H 0.203 -2.682 -2.417
H 0.733 -0.633 -3.505
H -0.417 -2.670 -0.007
H 1.047 1.602 -2.093
H -0.382 -0.594 1.363
H -2.716 3.189 1.169
H -1.734 2.672 2.839
```

Properties
Net charge   0
Strongest force on any atom   3.82 eV/Å
Kohn-Sham gap (spin up / spin down)   7.83 / 8.36 eV
Total energy   -156741.1249 eV